Entry 1:
{"formula": "H5NS2", "method": "wB97M-V/def2-TZVPD", "gap_ev": [8.62, 4.09], "homo_energy_ev": [-13.9, -13.9], "lumo_ev": [-5.326, -9.796], "s_squared": 0.755, "total_charge": 1, "relative_energy_kcal_mol": 18.9, "spin_multiplicity": 2, "max_force_ev_per_a": 1.1, "elements": ["N", "H", "H", "H", "S", "S", "H", "H"], "xyz": [[-0.4241, 1.8509, 0.1178], [-0.7156, 1.1255, -0.5319], [-1.0013, 2.6240, -0.2178], [0.5483, 2.0404, -0.0824], [0.4656, -2.0630, -0.8718], [1.0607, -2.0290, 1.0211], [-0.6646, -2.8102, -0.7474], [0.7309, -0.7385, 1.3125]], "forces_ev_per_a": [[-0.5777, -0.4930, -0.3706], [0.1874, -0.2232, 0.0218], [0.4545, 0.2064, 0.4644], [0.0260, 0.3644, -0.1483], [-0.5052, 0.9619, -0.3332], [-0.8003, -0.4496, 0.6878], [0.5542, -0.6753, 0.0898], [0.6611, 0.3084, -0.4117]], "lowdin_spin": [0.01, 0.00, 0.00, 0.00, 0.45, 0.47, 0.04, 0.04]}



Entry 2:
{"formula": "C29H32NO2RhS4SiTe", "method": "wB97M-V/def2-TZVPD", "gap_ev": [7.09, 5.71], "homo_energy_ev": [-4.8, -4.9], "lumo_ev": [2.318, 0.765], "s_squared": 0.771, "total_charge": -1, "relative_energy_kcal_mol": 0.0, "spin_multiplicity": 2, "max_force_ev_per_a": 0.2, "elements": ["Rh", "O", "C", "S", "C", "C", "S", "S", "S", "C", "C", "C", "C", "C", "C", "Te", "N", "C", "O", "C", "C", "C", "C", "C", "C", "C", "C", "C", "C", "C", "C", "C", "C", "C", "C", "H", "H", "H", "H", "H", "H", "H", "H", "H", "H", "H", "H", "H", "H", "H", "H", "H", "H", "H", "H", "H", "H", "H", "C", "Si", "C", "C", "H", "H", "H", "H", "H", "H", "H", "H", "H"], "xyz": [[-1.5899, -3.1475, 1.3223], [-0.1171, -7.4352, 6.4117], [-0.3917, -6.6816, 5.5171], [-1.5413, -7.0612, 4.2257], [-1.4168, -5.5359, 3.3706], [-0.5685, -4.5933, 3.9115], [-0.3146, -3.0678, 3.2109], [0.2765, -5.0441, 5.3772], [-2.2859, -5.2632, 1.9454], [4.3662, 6.0723, 0.6618], [3.4457, 4.8830, 0.7326], [3.6943, 3.7351, -0.0007], [2.8440, 2.6297, 0.0425], [3.2139, 1.4236, -0.7783], [1.6909, 2.6776, 0.8383], [0.3357, 1.0085, 0.9637], [-1.4365, -1.2482, 0.7142], [-2.3766, -1.4754, -0.1446], [-2.7121, -2.7329, -0.3852], [-3.1404, -0.4176, -0.8680], [-3.7013, -0.6982, -2.1094], [-4.4068, 0.2802, -2.7939], [-4.5753, 1.5387, -2.2312], [-4.0311, 1.8163, -0.9839], [-3.3084, 0.8445, -0.3087], [-0.0327, 0.9780, -1.1214], [0.2315, -0.2047, -1.8063], [-0.0343, -0.3222, -3.1603], [-0.5678, 0.7588, -3.8469], [-0.8258, 1.9389, -3.1707], [-0.5669, 2.0743, -1.8060], [-0.8861, 3.3777, -1.1301], [1.4390, 3.8294, 1.6032], [0.2372, 3.9389, 2.5062], [2.3147, 4.9070, 1.5385], [5.2848, 5.8267, 0.1288], [4.6361, 6.4234, 1.6594], [3.8905, 6.9061, 0.1403], [4.5832, 3.6856, -0.6223], [4.2698, 1.4574, -1.0493], [2.6277, 1.3752, -1.6980], [3.0182, 0.4991, -0.2322], [-3.5718, -1.6902, -2.5228], [-4.8290, 0.0613, -3.7674], [-5.1326, 2.3011, -2.7626], [-4.1653, 2.7957, -0.5402], [-2.8644, 1.0452, 0.6588], [0.6368, -1.0483, -1.2657], [0.1659, -1.2566, -3.6706], [-0.7930, 0.6804, -4.9036], [-1.2583, 2.7787, -3.7036], [-1.5148, 3.9962, -1.7717], [0.0224, 3.9350, -0.8916], [-1.4124, 3.2027, -0.1896], [0.2784, 3.2081, 3.3167], [-0.6870, 3.7446, 1.9603], [0.1823, 4.9331, 2.9508], [2.1057, 5.7909, 2.1343], [0.8146, -5.6807, 0.7302], [0.2909, -3.9381, 0.2475], [1.8020, -2.8571, 0.5454], [-0.1329, -3.9701, -1.5814], [1.7617, -5.9142, 0.2325], [0.0740, -6.4242, 0.4324], [0.9733, -5.7696, 1.8071], [2.4914, -2.9267, -0.3026], [2.3272, -3.2004, 1.4398], [1.5423, -1.8097, 0.6996], [0.7301, -4.3088, -2.1644], [-0.4415, -2.9852, -1.9328], [-0.9678, -4.6503, -1.7592]], "forces_ev_per_a": [[0.0367, 0.0340, 0.0652], [0.0503, -0.0247, -0.0369], [-0.1227, 0.0609, 0.0953], [0.0413, -0.0243, -0.0344], [-0.0367, 0.0049, -0.0356], [0.0197, 0.0364, 0.0108], [-0.0609, -0.0573, -0.0429], [0.0439, -0.0206, -0.0263], [-0.0463, -0.1327, 0.0644], [-0.0006, -0.0004, -0.0004], [0.0050, 0.0001, -0.0034], [0.0030, 0.0048, -0.0023], [-0.0131, 0.0049, 0.0138], [-0.0159, -0.0119, 0.0040], [0.0187, -0.0012, -0.0122], [-0.0308, -0.0217, 0.0113], [0.0531, 0.0769, -0.0912], [0.0415, 0.0289, -0.0006], [0.0176, -0.0606, 0.0732], [0.0011, -0.0030, -0.0027], [0.0067, -0.0001, -0.0038], [-0.0014, 0.0028, 0.0007], [-0.0021, -0.0006, 0.0005], [0.0039, 0.0029, 0.0008], [-0.0025, -0.0056, -0.0025], [0.0430, 0.0202, -0.0035], [0.0185, 0.0210, 0.0075], [-0.0059, 0.0004, -0.0110], [0.0003, -0.0045, 0.0023], [0.0022, -0.0014, 0.0032], [-0.0065, -0.0008, -0.0068], [-0.0070, -0.0091, 0.0001], [0.0046, 0.0032, -0.0061], [0.0051, -0.0029, 0.0181], [-0.0135, 0.0056, 0.0024], [-0.0004, -0.0002, 0.0002], [-0.0005, -0.0002, -0.0002], [0.0000, -0.0007, -0.0003], [0.0005, 0.0018, 0.0003], [-0.0038, -0.0012, -0.0032], [-0.0186, -0.0016, -0.0074], [-0.0022, 0.0016, -0.0016], [-0.0008, 0.0003, -0.0009], [0.0002, 0.0001, -0.0002], [0.0001, 0.0001, 0.0001], [0.0007, 0.0008, 0.0009], [0.0035, 0.0028, 0.0027], [0.0170, -0.0168, 0.0287], [0.0007, -0.0011, 0.0018], [-0.0003, 0.0000, 0.0004], [-0.0007, 0.0002, 0.0006], [-0.0013, -0.0013, 0.0009], [0.0059, 0.0032, 0.0024], [-0.0018, -0.0041, -0.0086], [-0.0078, 0.0017, -0.0081], [0.0051, 0.0086, 0.0063], [0.0031, 0.0019, 0.0030], [0.0005, -0.0005, 0.0005], [-0.0085, 0.0014, -0.0011], [-0.0244, 0.0763, -0.0378], [-0.0100, -0.0086, 0.0023], [-0.0072, -0.0085, -0.0077], [0.0029, 0.0093, -0.0060], [0.0026, -0.0035, 0.0040], [0.0017, -0.0037, 0.0026], [-0.0020, -0.0107, -0.0041], [0.0030, 0.0097, -0.0002], [-0.0114, 0.0244, -0.0197], [0.0047, 0.0025, 0.0021], [-0.0023, -0.0133, 0.0007], [0.0014, 0.0042, -0.0046]], "lowdin_spin": [0.27, 0.02, 0.01, 0.00, 0.08, 0.10, 0.21, 0.01, 0.26, 0.00, 0.00, 0.00, 0.00, 0.00, 0.00, 0.00, 0.01, 0.03, 0.00, 0.00, 0.00, 0.00, 0.00, 0.00, 0.00, 0.00, 0.00, 0.00, 0.00, 0.00, 0.00, 0.00, 0.00, 0.00, 0.00, 0.00, 0.00, 0.00, 0.00, 0.00, 0.00, 0.00, 0.00, 0.00, 0.00, 0.00, 0.00, 0.00, 0.00, 0.00, 0.00, 0.00, 0.00, 0.00, 0.00, 0.00, 0.00, 0.00, 0.00, -0.01, 0.01, 0.00, 0.00, 0.00, 0.00, 0.00, 0.00, 0.00, 0.00, 0.00, 0.00]}